*A*
19
Properties=species:S:1:pos:R:3:mulliken_charge:R:1 method="wB97M-V/def2-TZVPD" homo_lumo_gap_ha=0.347 homo_energy_ev=-8.61 smiles=CSCCCCO lumo_ev=0.824 total_charge=0
C 1.419 -0.609 1.766 -0.41
O 0.217 -0.169 2.400 -0.53
C 1.217 -1.200 0.346 -0.57
C -0.251 -1.377 -0.139 -0.53
C -0.535 -0.694 -1.467 -0.97
S -0.244 1.124 -1.458 -0.10
C -1.567 1.600 -0.327 -0.65
H 1.799 -1.395 2.404 0.33
H 2.159 0.194 1.716 0.21
H 0.033 0.716 2.046 0.26
H 1.789 -0.665 -0.415 0.40
H 1.633 -2.208 0.389 0.28
H -0.939 -1.251 0.692 0.46
H -0.334 -2.430 -0.409 0.32
H -1.587 -0.765 -1.737 0.42
H 0.073 -1.083 -2.279 0.39
H -1.921 2.604 -0.573 0.35
H -2.390 0.885 -0.387 0.24
H -1.238 1.637 0.712 0.10


*B*
19
Properties=species:S:1:pos:R:3:mulliken_charge:R:1 method="wB97M-V/def2-TZVPD" homo_lumo_gap_ha=0.343 homo_energy_ev=-8.43 smiles=CSCCCCO lumo_ev=0.898 total_charge=0
C -1.280 2.327 1.392 -0.61
O -0.272 3.275 1.686 -0.52
C -1.018 0.782 1.438 -0.42
C -0.736 0.045 0.119 -0.56
C 0.182 -1.167 0.222 -0.82
S 0.433 -1.990 -1.428 -0.11
C 2.057 -1.625 -1.934 -0.87
H -1.461 2.569 0.356 0.36
H -2.304 2.388 1.798 0.32
H -0.540 4.144 1.947 0.30
H -0.142 0.580 2.080 0.34
H -1.924 0.438 1.931 0.32
H -0.294 0.785 -0.561 0.31
H -1.590 -0.355 -0.413 0.31
H -0.310 -1.940 0.796 0.32
H 1.170 -0.886 0.615 0.44
H 2.774 -2.438 -1.907 0.32
H 2.121 -1.214 -2.955 0.30
H 2.601 -0.846 -1.384 0.28


*C*
19
Properties=species:S:1:pos:R:3:mulliken_charge:R:1 method="wB97M-V/def2-TZVPD" homo_lumo_gap_ha=0.344 homo_energy_ev=-8.44 smiles=CSCCCCO lumo_ev=0.930 total_charge=0
C -1.102 -1.305 1.392 -0.62
O -0.319 -1.320 2.561 -0.51
C -1.557 0.097 0.995 -0.45
C -0.408 1.110 0.836 -0.83
C 0.767 0.610 0.019 -0.71
S 0.252 0.357 -1.715 -0.05
C 1.878 0.146 -2.454 -0.85
H -1.986 -1.938 1.474 0.35
H -0.493 -1.742 0.598 0.31
H -0.907 -1.169 3.324 0.32
H -2.152 0.006 0.094 0.34
H -2.205 0.509 1.782 0.34
H -0.079 1.382 1.826 0.34
H -0.743 2.043 0.383 0.36
H 1.181 -0.337 0.358 0.37
H 1.564 1.342 -0.005 0.46
H 2.515 0.998 -2.213 0.25
H 2.331 -0.789 -2.149 0.27
H 1.773 0.167 -3.538 0.32


*D*
19
Properties=species:S:1:pos:R:3:mulliken_charge:R:1 method="wB97M-V/def2-TZVPD" homo_lumo_gap_ha=0.356 homo_energy_ev=-9.03 lumo_ev=0.665 total_charge=0
C 2.821 -0.868 0.612 -1.19
C 1.674 0.009 0.267 0.53
C 2.143 1.149 -0.752 -0.88
C 0.215 -0.534 -0.136 -1.17
C -1.931 0.711 1.244 -0.77
H 3.726 -0.111 0.778 0.31
H 3.287 -1.399 -0.226 0.35
H 2.768 -1.388 1.592 0.33
H 1.251 0.515 1.061 0.22
H 1.100 1.509 -1.574 0.24
H 2.844 0.418 -1.545 0.23
H 2.659 2.140 -0.288 0.26
H 0.192 -1.011 -1.235 0.30
H -0.162 -1.422 0.504 0.52
H -1.581 1.950 1.334 0.26
H -3.089 0.957 1.221 0.32
H -1.588 -0.042 2.022 0.26
O -2.275 -1.080 -0.575 -0.62
S -1.421 0.233 -0.403 0.48


Energy above the most stable structure, in hartree: *A* 0.0165; *B* 0.0454; *C* 0.0000; *D* 0.1737


*A*
10
Properties=species:S:1:pos:R:3:mulliken_charge:R:1 method="wB97M-V/def2-TZVPD" homo_lumo_gap_ha=0.332 homo_energy_ev=-8.31 smiles="CC1=C[C@@H]1I" lumo_ev=0.716 total_charge=0
C -0.551 -0.478 1.505 -0.26
C -0.057 -1.673 0.769 -0.54
C 0.017 0.074 0.492 0.25
C 0.545 0.709 -0.687 -0.92
I 1.898 -2.303 1.340 -0.07
H -0.854 -0.218 2.513 0.32
H -0.584 -2.805 0.691 0.36
H -0.255 0.829 -1.396 0.27
H 1.335 0.071 -0.994 0.28
H 0.818 1.730 -0.372 0.30


*B*
10
Properties=species:S:1:pos:R:3:mulliken_charge:R:1 method="wB97M-V/def2-TZVPD" homo_lumo_gap_ha=0.348 homo_energy_ev=-8.99 smiles="C[C@@H]1C=C1I" lumo_ev=0.477 total_charge=0
C -0.351 -1.362 0.078 -0.13
C -1.275 -0.414 0.081 -0.58
C 0.035 0.032 0.592 -0.03
C 1.004 0.825 -0.318 -1.12
I -3.261 0.131 -0.171 0.13
H 0.067 -2.313 -0.100 0.42
H 0.150 0.207 1.653 0.36
H 1.718 1.477 0.118 0.34
H 0.396 1.343 -1.042 0.31
H 1.517 0.074 -0.890 0.31


*C*
10
Properties=species:S:1:pos:R:3:mulliken_charge:R:1 method="wB97M-V/def2-TZVPD" homo_lumo_gap_ha=0.141 homo_energy_ev=-6.19 lumo_ev=-2.347 total_charge=0
C 1.334 0.201 1.038 -0.24
C 0.845 -0.785 0.102 -0.03
C 0.181 0.393 0.292 0.35
C -0.943 1.233 -0.079 -0.88
I -0.800 -4.239 -2.048 -0.89
H 2.107 0.576 1.654 0.38
H 0.933 -1.736 -0.361 0.35
H -1.793 0.620 -0.375 0.33
H -0.646 1.824 -0.946 0.30
H -1.218 1.912 0.723 0.32


Energy above the most stable structure, in hartree: *A* 0.0505; *B* 0.0000; *C* 0.0564


*A*
10
Properties=species:S:1:pos:R:3:mulliken_charge:R:1 method="wB97M-V/def2-TZVPD" homo_lumo_gap_ha=0.302 homo_energy_ev=-8.51 lumo_ev=-0.303 total_charge=0
C 1.051 0.171 -0.243 -0.02
C 2.171 0.781 -0.125 -0.70
C -0.883 0.118 0.275 -0.73
C 0.204 -1.008 -0.226 -0.19
I 4.150 -0.186 -0.011 -0.04
H 2.188 1.774 0.080 0.49
H -0.731 0.356 1.274 0.33
H -1.570 0.558 -0.423 0.30
H -0.170 -1.310 -1.146 0.28
H 0.276 -1.589 0.629 0.27


*B*
10
Properties=species:S:1:pos:R:3:mulliken_charge:R:1 method="wB97M-V/def2-TZVPD" homo_lumo_gap_ha="0.314 / 0.314" homo_energy_ev="-8.49 / -8.49" smiles="C=C=C(C)I" lumo_ev="0.061 / 0.062" total_charge=0
C 2.179 -0.916 0.253 -0.66
C 0.898 -0.077 0.642 -0.03
C -0.458 0.523 1.105 0.08
C -1.411 0.635 -0.049 -1.13
I -0.826 0.938 3.082 0.15
H 2.134 -1.986 0.324 0.25
H 2.873 -0.579 -0.508 0.26
H -1.000 0.456 -0.980 0.38
H -1.686 1.661 0.022 0.33
H -2.343 0.234 0.175 0.36


*C*
10
Properties=species:S:1:pos:R:3:mulliken_charge:R:1 method="wB97M-V/def2-TZVPD" homo_lumo_gap_ha="0.162 / 0.161" homo_energy_ev="-7.82 / -7.81" lumo_ev="-3.418 / -3.434" total_charge=0
C 0.373 -0.046 0.013 0.34
C 1.069 0.936 -0.538 -0.64
C -0.013 -0.780 1.212 -0.56
C -0.587 -1.006 -0.079 -0.05
I -2.280 1.212 -2.327 -0.51
H 1.029 1.324 -1.497 0.32
H 1.686 1.424 0.101 0.25
H 0.668 -1.502 1.820 0.24
H -0.624 -0.137 2.035 0.18
H -1.322 -1.425 -0.740 0.43


Energy above the most stable structure, in hartree: *A* 0.0000; *B* 0.0312; *C* 0.0436


*A*
10
Properties=species:S:1:pos:R:3:mulliken_charge:R:1 method="wB97M-V/def2-TZVPD" homo_lumo_gap_ha=0.417 homo_energy_ev=-10.67 smiles=C#C[C@H](Cl)CF lumo_ev=0.685 total_charge=0
C -0.305 0.737 -1.187 -0.35
C 0.152 -0.280 -0.111 0.20
C -1.070 -1.030 0.160 -0.47
C -1.974 -1.814 0.367 -0.08
H -1.058 0.347 -1.844 0.33
H -0.641 1.584 -0.506 0.27
H 0.934 -0.947 -0.537 0.30
H -2.989 -1.855 0.821 0.28
F 0.901 1.048 -1.948 -0.30
Cl 0.872 0.339 1.425 -0.17


*B*
10
Properties=species:S:1:pos:R:3:mulliken_charge:R:1 method="wB97M-V/def2-TZVPD" homo_lumo_gap_ha="0.286 / 0.300" homo_energy_ev="-8.02 / -8.46" smiles="C=C/C(F)=C/Cl" lumo_ev="-0.242 / -0.294" total_charge=0
C -0.905 -1.007 0.221 -0.71
C 0.060 -0.071 -0.013 -0.10
C 2.741 0.731 0.284 -0.32
C 1.415 -0.367 -0.208 0.35
F 1.800 -1.602 -0.320 -0.21
Cl 4.198 -0.032 0.246 -0.12
H -1.958 -0.995 -0.001 0.32
H -0.406 -2.021 0.187 0.21
H -0.200 1.020 0.040 0.23
H 2.532 1.776 0.098 0.36


Energy above the most stable structure, in hartree: *A* 0.0000; *B* 0.0603


*A*
76
Properties=species:S:1:pos:R:3:mulliken_charge:R:1 method="wB97M-V/def2-TZVPD" homo_lumo_gap_ha=0.342 homo_energy_ev=-8.65 smiles="COC[C@H](C)N.COC[C@H](C)N.COC[C@H](C)N.COC[C@H](C)N.NC(N)=O" lumo_ev=0.665 total_charge=0
C 8.815 0.167 6.456 0.60
O 9.002 1.311 6.707 -0.59
N 9.682 -0.705 5.979 -0.46
N 7.692 -0.474 6.799 -0.46
H 10.592 -0.268 5.974 0.24
H 9.225 -1.404 5.411 0.24
H 7.018 -0.015 7.395 0.23
H 7.762 -1.479 6.875 0.20
C 14.844 9.242 13.783 -1.46
C 13.487 9.823 13.739 0.39
C 12.804 9.770 15.208 -0.59
O 11.472 10.265 15.285 -0.28
C 10.797 10.238 16.477 -0.69
N 13.771 11.280 13.527 -0.65
H 15.454 9.614 14.606 0.37
H 15.451 9.509 12.918 0.43
H 14.826 8.153 13.831 0.34
H 12.798 9.455 12.977 0.34
H 13.475 10.318 15.869 0.25
H 12.814 8.744 15.578 0.35
H 10.075 11.040 16.318 0.23
H 11.427 10.381 17.355 0.32
H 10.352 9.251 16.602 0.26
H 14.412 11.801 14.108 0.19
H 12.990 11.887 13.322 0.21
C 12.620 6.664 7.090 -1.51
C 13.654 6.707 8.181 0.78
C 15.053 6.154 7.805 -0.70
O 15.170 4.739 8.135 -0.30
C 15.431 4.351 9.455 -0.80
N 13.732 8.106 8.545 -0.69
H 12.679 7.370 6.262 0.33
H 11.592 6.798 7.425 0.33
H 12.683 5.639 6.725 0.39
H 13.223 6.145 9.009 0.21
H 15.821 6.652 8.396 0.36
H 15.217 6.261 6.732 0.26
H 14.979 3.368 9.586 0.26
H 15.051 4.976 10.263 0.33
H 16.494 4.431 9.684 0.31
H 14.173 8.773 7.928 0.23
H 14.393 8.104 9.308 0.22
C 17.623 0.800 4.187 -1.55
C 16.329 0.120 3.622 0.36
C 16.387 -1.466 4.007 -0.64
O 17.388 -2.077 3.083 -0.31
C 17.605 -3.518 3.164 -0.72
N 15.331 0.943 4.194 -0.73
H 17.687 1.865 3.964 0.43
H 18.475 0.306 3.720 0.32
H 17.733 0.529 5.237 0.42
H 16.385 0.292 2.547 0.32
H 15.430 -1.984 4.048 0.40
H 16.697 -1.471 5.052 0.27
H 17.581 -3.915 4.179 0.29
H 18.512 -3.832 2.646 0.26
H 16.875 -4.043 2.549 0.27
H 15.519 1.871 3.843 0.31
H 15.614 1.148 5.142 0.29
C 9.695 13.626 6.834 -1.42
C 9.500 12.650 5.588 0.73
C 10.630 12.624 4.583 -0.75
O 10.193 12.172 3.194 -0.36
C 9.631 13.146 2.315 -0.62
N 9.324 11.326 6.108 -0.66
H 10.649 13.455 7.333 0.36
H 8.849 13.619 7.521 0.34
H 9.932 14.636 6.499 0.39
H 8.543 12.978 5.182 0.17
H 11.423 11.930 4.861 0.27
H 11.134 13.581 4.451 0.32
H 9.189 12.630 1.463 0.24
H 10.326 13.821 1.816 0.26
H 8.925 13.743 2.893 0.28
H 9.987 10.928 6.758 0.23
H 9.162 10.728 5.310 0.24


*B*
76
Properties=species:S:1:pos:R:3:mulliken_charge:R:1 method="wB97M-V/def2-TZVPD" homo_lumo_gap_ha=0.329 homo_energy_ev=-8.66 smiles="COC[C@H](C)N.COC[C@H](C)N.COC[C@H](C)N.COC[C@H](C)N.NC(N)=O" lumo_ev=0.306 total_charge=0
C -24.185 8.729 6.584 -1.43
C -24.822 7.709 5.635 0.49
C -23.903 6.760 4.906 -0.70
O -22.838 7.616 4.418 -0.35
C -21.745 6.768 3.828 -0.71
N -25.917 6.960 6.259 -0.73
H -23.563 9.475 6.090 0.32
H -23.499 8.247 7.281 0.32
H -24.912 9.147 7.281 0.40
H -25.205 8.380 4.866 0.19
H -24.369 6.145 4.136 0.38
H -23.574 5.965 5.575 0.34
H -21.321 5.971 4.439 0.34
H -20.860 7.375 3.636 0.26
H -22.050 6.410 2.844 0.22
H -26.215 6.338 5.521 0.31
H -25.409 6.449 6.967 0.30
C -16.882 4.451 1.896 -1.59
C -18.370 4.717 2.124 0.96
C -19.284 4.828 0.922 -0.86
O -20.702 4.861 1.306 -0.38
C -21.343 5.207 0.089 -0.75
N -18.667 3.558 2.980 -0.82
H -16.341 5.310 1.500 0.29
H -16.842 3.599 1.218 0.38
H -16.339 4.114 2.779 0.39
H -18.438 5.634 2.709 0.04
H -19.062 4.001 0.247 0.50
H -18.956 5.696 0.351 0.39
H -22.340 5.505 0.410 0.28
H -21.643 4.343 -0.504 0.32
H -20.957 6.108 -0.387 0.33
H -19.607 3.750 3.297 0.27
H -18.065 3.552 3.791 0.27
C -14.973 12.290 2.597 -1.47
C -15.624 11.377 1.635 0.39
C -15.119 11.536 0.200 -0.70
O -15.762 10.545 -0.653 -0.32
C -15.622 10.695 -2.024 -0.82
N -15.495 10.000 2.073 -0.78
H -15.258 13.331 2.443 0.34
H -13.901 12.223 2.411 0.35
H -15.062 11.848 3.589 0.39
H -16.701 11.538 1.656 0.25
H -14.061 11.492 -0.055 0.49
H -15.397 12.449 -0.326 0.40
H -16.193 11.603 -2.220 0.26
H -16.067 9.836 -2.526 0.25
H -14.590 10.859 -2.336 0.33
H -15.882 10.108 3.000 0.28
H -16.079 9.292 1.652 0.31
C -20.996 11.844 0.054 -1.33
C -20.363 11.712 -1.417 0.00
C -19.159 12.662 -1.614 0.31
O -19.403 14.029 -1.342 -0.38
C -19.244 14.809 -2.464 -0.82
N -20.044 10.332 -1.610 -0.60
H -21.223 12.895 0.236 0.39
H -20.368 11.405 0.829 0.34
H -21.970 11.371 0.178 0.39
H -21.233 11.939 -2.033 0.45
H -18.689 12.459 -2.576 0.40
H -18.499 12.308 -0.822 -0.41
H -18.709 14.524 -3.370 0.33
H -18.657 15.700 -2.242 0.30
H -20.179 15.223 -2.839 0.30
H -19.726 10.226 -2.563 0.20
H -20.803 9.665 -1.594 0.23
C -18.397 8.580 1.054 0.95
O -17.472 7.953 1.513 -0.87
N -18.235 9.703 0.416 0.20
N -19.670 8.102 0.960 -0.01
H -17.336 10.148 0.307 -0.05
H -19.066 10.023 -0.062 -0.20
H -20.377 8.626 0.463 0.10
H -19.785 7.157 1.298 -0.16


Energy above the most stable structure, in hartree: *A* 0.0464; *B* 0.0000


*A*
14
Properties=species:S:1:pos:R:3:mulliken_charge:R:1 method="wB97M-V/def2-TZVPD" homo_lumo_gap_ha="0.315 / 0.320" homo_energy_ev="-8.18 / -8.35" lumo_ev="0.386 / 0.350" total_charge=0
C 0.785 1.826 0.077 -0.51
C 2.098 1.410 0.097 -0.38
C -0.029 0.741 -0.073 0.07
C 0.491 -0.566 -0.150 0.53
C 0.043 -2.023 -0.228 -1.02
N -2.653 0.038 0.291 -0.16
N -2.180 1.128 0.131 -0.25
S 2.168 -0.354 -0.057 -0.14
H 0.269 2.781 0.330 0.34
H 3.035 1.949 0.017 0.40
H -0.186 -2.424 -1.264 0.24
H 0.835 -2.516 0.359 0.32
H -0.962 -2.117 0.124 0.31
H -3.714 0.128 0.345 0.25


*B*
14
Properties=species:S:1:pos:R:3:mulliken_charge:R:1 method="wB97M-V/def2-TZVPD" homo_lumo_gap_ha=0.295 homo_energy_ev=-9.09 smiles="S=CC1=NN2C[C@H]2C1" lumo_ev=-1.072 total_charge=0
C 2.187 -0.915 -0.084 -0.32
C 0.798 -0.488 -0.238 0.59
C -1.798 -0.096 0.754 -0.41
C -1.186 0.680 -0.328 -0.02
C 0.317 0.936 -0.300 -0.64
H 2.289 -2.019 -0.073 0.34
H -1.215 -0.282 1.629 0.25
H -2.888 -0.017 0.898 0.24
H -1.822 1.281 -0.967 0.37
H 0.691 1.520 0.570 0.30
H 0.678 1.478 -1.169 0.38
N -0.116 -1.389 -0.286 -0.52
N -1.389 -0.775 -0.479 -0.34
S 3.454 0.086 0.074 -0.23


*C*
14
Properties=species:S:1:pos:R:3:mulliken_charge:R:1 method="wB97M-V/def2-TZVPD" homo_lumo_gap_ha=0.308 homo_energy_ev=-7.91 lumo_ev=0.475 total_charge=0
C -1.954 0.748 -0.049 -0.20
C -0.658 1.123 -0.013 -0.66
C 0.545 0.317 0.020 0.74
C 1.846 0.739 -0.017 -0.42
C 1.980 -1.361 -0.032 -0.12
H -3.878 -0.689 0.228 0.14
H -2.710 1.540 -0.027 0.33
H -0.442 2.188 0.007 0.26
H 2.243 1.750 -0.011 0.38
H 2.278 -2.417 0.027 0.34
H -0.109 -1.705 -0.114 0.10
N 2.754 -0.282 0.011 -0.59
N 0.645 -1.063 -0.015 -0.01
S -2.540 -0.888 -0.015 -0.28


Energy above the most stable structure, in hartree: *A* 0.1571; *B* 0.0779; *C* 0.0000